Entry 1:
Molecular formula: C27H33F7O27
Method: DFT, ωB97M-V/def2-TZVPD

## Properties
Energy relative to the best compared isomer or geometry (same formula, charge and spin): 138.4 kcal/mol
Frontier orbital gap: 10.69 eV
F_max: 6.5 eV/Å
LUMO energy: 0.0055 hartree
Spin multiplicity: 1
Charge: 0
E_tot: -102834.4330 eV
E_HOMO: -10.543 eV
Structure (SMILES): O=C1OC[C@@H](F)O1.O=C1OC[C@@H](F)O1.O=C1OC[C@@H](F)O1.O=C1OC[C@@H](F)O1.O=C1OC[C@@H](F)O1.O=C1OC[C@@H](F)O1.O=C1OC[C@@H](F)O1.COC(=O)OC.COC(=O)OC

Each line ends with the Mulliken charge.
Geometry (Å):
C1 11.043 -6.710 2.454  -0.36
C2 10.599 -6.071 1.178  0.30
O1 10.974 -4.717 1.344  -0.30
C3 11.976 -4.704 2.218  0.70
O2 12.683 -3.757 2.454  -0.54
O3 12.130 -5.891 2.727  -0.33
F1 9.237 -6.223 1.135  -0.28
H1 11.541 -7.670 2.322  0.21
H2 10.295 -6.640 3.244  0.28
H3 11.110 -6.488 0.310  0.31
C4 -4.510 -5.068 15.655  -0.37
C5 -3.032 -5.254 15.837  0.29
O4 -2.964 -6.058 17.005  -0.29
C6 -4.094 -6.696 17.214  0.71
O5 -4.289 -7.587 18.080  -0.57
O6 -5.004 -6.190 16.358  -0.33
F2 -2.529 -3.999 16.001  -0.28
H4 -4.665 -5.176 14.582  0.25
H5 -4.940 -4.109 15.943  0.27
H6 -2.659 -5.820 14.983  0.31
C7 2.166 -10.296 0.297  -0.41
C8 2.931 -10.473 1.582  0.24
O7 3.661 -11.692 1.248  -0.30
C9 2.784 -12.486 0.537  0.68
O8 2.878 -13.696 0.295  -0.55
O9 1.926 -11.660 -0.042  -0.32
F3 2.165 -10.690 2.640  -0.26
H7 2.786 -9.805 -0.453  0.29
H8 1.274 -9.678 0.407  0.33
H9 3.537 -9.592 1.794  0.31
C10 7.730 -13.157 19.736  -0.36
C11 8.693 -14.196 19.143  0.25
O10 8.682 -13.858 17.788  -0.30
C12 7.498 -13.444 17.455  0.73
O11 7.027 -13.490 16.319  -0.56
O12 6.903 -13.054 18.604  -0.35
F4 8.135 -15.402 19.366  -0.27
H10 8.107 -12.144 19.877  0.27
H11 7.111 -13.425 20.593  0.27
H12 9.672 -14.190 19.622  0.33
C13 3.906 -9.177 11.115  -0.52
C14 3.860 -10.338 10.137  0.29
O13 4.751 -9.732 9.267  -0.31
C15 4.555 -8.397 9.191  0.71
O14 4.897 -7.680 8.251  -0.58
O15 3.907 -8.041 10.258  -0.30
F5 2.673 -10.451 9.621  -0.26
H13 4.750 -9.166 11.805  0.30
H14 3.036 -9.227 11.769  0.32
H15 4.176 -11.301 10.538  0.35
C16 10.329 -5.344 11.634  -0.39
C17 10.949 -6.735 11.704  0.29
O16 10.577 -7.253 12.967  -0.31
C18 10.073 -6.211 13.673  0.68
O17 9.774 -6.406 14.845  -0.58
O18 10.155 -5.109 13.033  -0.31
F6 12.190 -6.640 11.663  -0.27
H16 9.317 -5.356 11.229  0.30
H17 11.032 -4.637 11.193  0.28
H18 10.605 -7.343 10.867  0.31
C19 9.742 -15.568 2.453  -0.40
C20 10.205 -14.169 2.774  0.33
O19 9.372 -13.833 3.839  -0.28
C21 8.898 -14.942 4.471  0.68
O20 8.352 -14.997 5.581  -0.54
O21 9.153 -16.021 3.651  -0.32
F7 9.953 -13.401 1.693  -0.28
H19 10.588 -16.233 2.279  0.24
H20 8.899 -15.543 1.763  0.30
H21 11.273 -14.170 2.995  0.29
C22 3.537 -5.322 19.645  -0.63
O22 4.120 -4.218 18.917  -0.31
C23 3.991 -4.197 17.626  0.84
O23 3.629 -5.182 16.924  -0.60
O24 4.314 -2.977 17.146  -0.32
C24 4.092 -2.739 15.762  -0.59
H22 4.056 -6.248 19.399  0.28
H23 2.477 -5.367 19.394  0.29
H24 3.428 -5.103 20.707  0.26
H25 4.818 -3.385 15.270  0.28
H26 4.414 -1.739 15.472  0.23
H27 3.059 -2.956 15.492  0.27
C25 1.172 -21.398 9.435  -0.66
O25 1.938 -20.348 8.888  -0.26
C26 1.291 -19.191 8.502  0.76
O26 0.062 -18.886 8.618  -0.58
O27 2.153 -18.420 7.705  -0.29
C27 1.858 -17.250 7.003  -0.59
H28 1.647 -21.756 10.349  0.26
H29 0.999 -22.235 8.758  0.27
H30 0.161 -21.130 9.741  0.32
H31 0.892 -16.825 7.277  0.32
H32 1.936 -17.494 5.944  0.23
H33 2.601 -16.514 7.310  0.23



Entry 2:
Molecular formula: C27H36BrF9N4O10PS2
Method: DFT, ωB97M-V/def2-TZVPD

## Properties
Frontier orbital gap: 6.97 eV
F_max: 1.8 eV/Å
LUMO energy: 0.0371 hartree
Spin multiplicity: 1
Charge: -1
E_tot: -180470.9448 eV
E_HOMO: -5.956 eV

Each line ends with the Mulliken charge.
Geometry (Å):
C1 -4.125 -3.093 -3.616  -1.24
C2 -4.221 -1.962 -4.623  0.09
Br1 -6.126 -1.806 -5.174  -0.22
C3 -3.741 -0.580 -4.151  -1.25
C4 -2.650 -0.627 -3.098  -0.58
O1 -1.425 -1.081 -3.623  -0.56
P1 -0.057 -0.067 -3.277  -0.03
N1 -0.321 1.068 -4.606  -0.80
C5 0.470 -1.112 -1.793  0.60
C6 1.365 -2.292 -2.161  -1.18
C7 2.018 -2.969 -0.946  -0.51
C8 1.096 -3.940 -0.189  -0.99
C9 0.374 -3.306 0.990  -0.09
N2 1.283 -3.165 2.159  -0.73
S1 1.785 1.374 -3.039  1.38
O2 1.485 2.793 -3.058  -0.74
O3 2.741 0.907 -4.039  -0.77
C10 2.955 1.210 -1.528  0.40
F1 3.990 2.006 -1.883  -0.29
F2 3.416 -0.062 -1.509  -0.23
C11 2.702 1.581 0.016  0.47
F3 3.826 2.228 0.417  -0.27
F4 2.672 0.421 0.738  -0.31
C12 1.489 2.451 0.552  0.70
F5 2.018 3.547 1.172  -0.33
F6 0.681 2.866 -0.413  -0.18
C13 0.643 1.760 1.663  0.43
F7 -0.376 2.573 1.971  -0.28
F8 0.148 0.590 1.306  -0.11
F9 1.378 1.588 2.772  -0.29
O4 -1.024 0.904 -2.238  -0.32
C14 -2.396 0.751 -2.381  1.98
S2 -3.207 0.535 -0.729  -0.42
C15 -2.961 2.004 -3.088  -1.25
O5 -4.324 2.285 -2.804  -0.29
O6 -4.400 3.411 -1.897  -0.42
H1 -4.780 -3.921 -3.891  0.51
H2 -3.093 -3.452 -3.564  0.21
H3 -4.421 -2.761 -2.618  0.29
H4 -3.733 -2.235 -5.557  0.45
H5 -3.362 -0.045 -5.027  0.11
H6 -4.595 -0.009 -3.773  0.62
H7 -2.926 -1.320 -2.296  0.40
H8 0.763 -0.859 -4.128  0.28
H9 0.169 0.692 -5.410  0.25
H10 -1.294 1.164 -4.855  0.18
H11 0.896 -0.548 -0.974  -0.64
H12 -0.482 -1.504 -1.411  0.31
H13 2.151 -1.972 -2.853  0.53
H14 0.740 -3.037 -2.666  0.48
H15 2.949 -3.464 -1.236  0.42
H16 2.313 -2.182 -0.241  -0.06
H17 0.361 -4.355 -0.892  0.39
H18 1.683 -4.785 0.185  0.41
H19 -0.471 -3.935 1.288  0.46
H20 -0.039 -2.333 0.707  -0.01
H21 1.609 -2.204 2.207  0.27
H22 0.729 -3.269 3.002  0.27
H23 -2.627 1.477 0.016  0.16
H24 -2.918 1.909 -4.175  0.52
H25 -2.328 2.844 -2.797  0.48
H26 -4.827 2.981 -1.140  0.34
C16 6.152 2.325 2.418  -0.36
C17 6.105 0.940 2.323  -0.14
C18 7.053 0.165 2.972  -0.61
C19 8.034 0.800 3.710  0.06
C20 8.106 2.176 3.818  -0.41
C21 7.152 2.938 3.163  -0.58
N3 9.038 -0.016 4.413  1.02
O7 8.975 -1.221 4.292  -0.61
O8 9.874 0.564 5.077  -0.63
H27 5.412 2.931 1.918  0.50
H28 5.328 0.460 1.743  0.43
H29 7.031 -0.913 2.908  0.45
H30 8.889 2.636 4.401  0.45
H31 7.190 4.016 3.234  0.38
C22 -6.170 1.713 5.252  -0.45
C23 -4.788 1.588 5.311  -0.43
C24 -4.136 0.675 4.497  -0.34
C25 -4.892 -0.095 3.635  0.13
C26 -6.267 0.009 3.558  -0.47
C27 -6.907 0.924 4.378  -0.40
N4 -4.201 -1.057 2.752  1.09
O9 -2.995 -1.139 2.852  -0.60
O10 -4.883 -1.698 1.983  -0.60
H32 -6.673 2.430 5.886  0.38
H33 -4.214 2.203 5.990  0.37
H34 -3.063 0.563 4.525  0.48
H35 -6.819 -0.610 2.867  0.46
H36 -7.982 1.022 4.332  0.37